Entry 1:
Below is 2 unconnected molecules or ions with the total composition C5H9O3 at a distorted geometry, with properties calculated with ωB97M-V with the def2-TZVPD basis set.

Results
largest force on an atom	0.0660	hartree/bohr
expectation value of S²	3.791
relative energy (zero: lowest compared OMol25 entry of this formula, charge and spin)	0.0	kcal per mole
total energy	-421.421847	hartree
orbital gap (alpha / beta)	8.20 / 9.22	eV
2S+1	4
E_LUMO (alpha / beta)	0.0324 / -0.0370	Ha

The geometry in XYZ format:
```
17
Properties=species:S:1:pos:R:3:forces:R:3:lowdin_charge:R:1
O -0.4020 0.8212 -2.3663 -2.55 -2.07 -0.85 0.015
O -1.3043 -0.0229 -2.4907 2.34 2.23 0.27 0.027
C 0.4452 1.7406 0.5846 0.28 0.51 0.17 -0.060
C 0.2313 0.3404 0.1670 0.23 -0.73 1.03 -0.321
C -1.0627 -0.2789 0.5900 -0.37 0.01 -0.51 -0.248
O -1.1561 -0.3449 2.0181 0.06 -0.04 -0.08 -0.053
C 1.2411 -0.4565 -0.3701 0.38 0.42 0.11 -0.171
C 1.1310 -1.7891 -0.6691 0.05 -0.37 -0.27 0.026
H 1.4823 2.0571 0.4199 -0.23 -0.01 -0.02 0.082
H -0.2244 2.4533 0.0767 0.10 -0.20 0.03 0.088
H 0.2325 1.8235 1.6586 0.02 0.08 -0.13 0.088
H -1.8797 0.3410 0.1866 -0.03 -0.12 0.13 0.121
H -1.1371 -1.2727 0.1332 -0.26 0.20 0.26 0.093
H -1.9837 -0.7814 2.2624 0.22 0.15 -0.18 0.089
H 2.2127 0.0412 -0.5604 -0.63 -0.32 -0.03 0.117
H 1.9525 -2.3031 -1.1590 -0.12 0.01 0.19 0.052
H 0.2215 -2.3686 -0.4813 0.51 0.24 -0.13 0.055
```
Forces are in eV/Å.

Entry 2:
Below is a molecular structure, C2H5AlO2 at a distorted geometry, with properties calculated with ωB97M-V with the def2-TZVPD basis set.

Results
largest force on an atom	0.0450	hartree/bohr
expectation value of S²	0.830
charge	+1
relative energy (zero: lowest compared OMol25 entry of this formula, charge and spin)	32.1	kcal per mole
total energy	-471.714180	hartree
orbital gap (alpha / beta)	5.42 / 7.74	eV
2S+1	2
E_LUMO (alpha / beta)	-0.3084 / -0.2796	Ha

The geometry in XYZ format:
```
10
Properties=species:S:1:pos:R:3:forces:R:3:lowdin_charge:R:1
C 0.6408 -0.6437 -1.0328 1.47 -0.20 -1.53 -0.247
C 0.8820 -1.9748 -0.3046 -0.10 -1.00 -1.79 -0.260
O 0.8614 -1.8140 1.0823 -0.60 0.86 1.10 -0.174
Al -0.2198 -0.4768 1.2582 0.16 -0.36 -0.18 0.922
H 1.5368 -0.0042 -0.9423 -0.35 -0.08 0.00 0.136
H 0.4659 -0.8195 -2.1075 0.01 -0.09 0.51 0.147
H 1.8518 -2.3803 -0.6552 -0.33 0.35 0.36 0.156
H 0.1020 -2.6947 -0.6334 0.33 0.26 0.28 0.140
O -0.4873 0.0211 -0.4759 -1.80 1.42 -0.28 -0.231
H -1.4573 0.9506 -1.6340 1.22 -1.16 1.54 0.410
```
Forces are in eV/Å.

Entry 3:
Below is 2 unconnected molecules or ions with the total composition C6H9N3S at a distorted geometry, with properties calculated with ωB97M-V with the def2-TZVPD basis set.

Results
largest force on an atom	0.0860	hartree/bohr
structure (SMILES)	C/C=C1\CN=CN1.N=C=S
relative energy (zero: lowest compared OMol25 entry of this formula, charge and spin)	36.8	kcal per mole
total energy	-796.405696	hartree
orbital gap	8.41	eV
E_LUMO	0.0190	Ha

The geometry in XYZ format:
```
19
Properties=species:S:1:pos:R:3:forces:R:3:lowdin_charge:R:1
C -0.7164 -0.3134 -1.7346 0.50 -1.38 2.48 -0.102
C -1.4365 -2.3525 -1.1408 1.54 3.29 0.45 -0.189
C -0.1401 -0.7353 -0.2590 0.53 1.79 -3.36 -0.284
C -1.2068 0.0609 3.2646 -0.94 1.08 -1.11 -0.899
C 1.2600 1.3021 0.3303 1.45 -1.51 2.08 -0.104
C 0.6285 -0.0503 0.5604 0.75 -0.10 -0.21 -0.181
N -1.5763 -1.4486 -2.0171 -1.64 -0.11 -0.60 0.015
N -0.5372 -2.0172 -0.1288 -0.45 -2.94 3.27 0.047
N -1.6639 1.0199 2.6830 1.43 0.46 -0.38 0.113
S -0.8698 -1.2763 4.0043 0.25 -0.15 0.22 0.687
H -0.1115 -0.3363 -2.6397 1.10 0.60 0.58 0.110
H -1.9470 -3.2319 -1.1034 -1.23 -2.44 -0.10 0.091
H 2.2579 1.1906 -0.0947 0.14 -0.23 -0.24 0.070
H 1.5015 1.5892 1.3759 -0.30 0.89 -0.69 0.074
H 0.8099 2.0523 -0.2597 -1.15 0.70 -0.36 0.052
H 1.0707 -0.6630 1.3535 -0.23 0.54 0.21 0.099
H -0.5131 -2.4740 0.8658 -0.22 1.06 -2.85 0.185
H -1.1281 0.6787 -1.5596 -0.76 -0.14 -0.66 0.103
H -1.1933 1.7068 2.0288 -0.79 -1.43 1.27 0.114
```
Forces are in eV/Å.

Entry 4:
Below is a molecular structure, C27H35CoF5N4OP2Te at a distorted geometry, with properties calculated with ωB97M-V with the def2-TZVPD basis set.

Results
largest force on an atom	0.0799	hartree/bohr
expectation value of S²	3.764
relative energy (zero: lowest compared OMol25 entry of this formula, charge and spin)	0.0	kcal per mole
total energy	-4176.689110	hartree
orbital gap (alpha / beta)	6.28 / 6.20	eV
2S+1	4
E_LUMO (alpha / beta)	-0.0827 / -0.0857	Ha

The geometry in XYZ format:
```
76
Properties=species:S:1:pos:R:3:forces:R:3:lowdin_charge:R:1
Co -2.7200 1.4840 -1.4864 -1.70 2.11 1.51 0.801
C 1.2346 4.8094 1.8043 -0.79 -0.84 -1.66 -0.117
C 1.1511 3.9780 0.7503 -0.36 0.72 0.52 -0.104
C 1.2255 2.4702 0.7869 0.88 0.23 -0.69 -0.216
C 0.0438 1.6798 1.3176 -0.53 -0.66 0.40 -0.186
C -0.1797 1.4899 2.8202 -0.55 0.18 -0.72 -0.083
C 0.3710 2.1684 3.8187 -0.97 0.14 -0.07 -0.130
C 1.5859 2.9881 3.7742 1.13 1.60 0.00 -0.193
C 1.4443 4.4680 3.2212 0.14 -0.60 1.59 -0.177
C -4.3607 1.9297 -0.0150 0.89 -1.06 0.13 -0.126
H 1.0118 5.8601 1.5995 0.35 -0.15 0.13 0.110
H 0.9495 4.4041 -0.2476 0.33 -0.26 0.89 0.087
H 2.1692 2.2112 1.2936 -0.36 -0.41 -0.49 0.108
H 1.2667 2.1991 -0.2892 0.29 -0.09 0.68 0.070
H -0.8548 2.1452 0.8373 0.27 -0.31 0.71 0.088
H 0.0681 0.6517 0.9140 0.24 0.16 -0.22 0.059
H -0.9375 0.7302 3.0606 -0.09 0.72 -0.11 0.078
H -0.1560 2.2676 4.7648 0.07 -0.92 0.14 0.106
H 2.3895 2.4411 3.2657 -0.11 0.30 0.13 0.103
H 1.9108 3.1092 4.8390 -0.03 -0.03 -0.89 0.116
H 0.6638 4.9486 3.8320 0.01 -0.07 -0.21 0.116
H 2.3516 4.9779 3.5312 0.32 0.18 0.15 0.102
H -3.4994 2.2970 0.5823 -0.81 -0.44 0.19 -0.052
H -4.7415 0.9592 0.3151 0.35 -0.03 0.13 -0.035
H -5.2100 2.6313 0.0808 0.77 -0.13 -1.02 0.000
P -1.2961 -1.9538 0.2001 0.65 -3.80 1.41 1.100
P 0.9271 -0.3947 -2.2716 2.68 -1.90 -0.94 1.079
N -0.8374 -2.5774 1.8205 -0.01 0.80 0.51 -0.252
N -2.1456 -3.4709 -0.2041 -0.83 0.22 -0.68 -0.264
N 2.5028 -0.6633 -1.5037 0.06 0.60 0.39 -0.268
N 1.5471 -0.6822 -3.9264 -0.85 0.06 -1.12 -0.270
C 0.2855 -2.5220 -0.5733 -0.10 0.35 -0.04 -0.431
C 0.3558 -2.1503 -2.0492 -0.05 0.68 -0.24 -0.409
C -1.3907 -2.1335 3.0264 0.46 -0.60 0.31 -0.152
C -0.9287 -2.9395 4.0622 -0.34 0.40 -1.02 -0.090
C -0.0792 -3.9312 3.4838 -0.24 0.65 -1.08 -0.079
C -0.0293 -3.6767 2.1216 0.01 0.12 0.77 -0.165
C -3.4752 -3.4930 -0.6234 0.27 -0.81 -0.06 -0.161
C -3.8648 -4.8075 -0.8269 0.28 0.65 0.13 -0.099
C -2.7396 -5.6376 -0.5273 0.49 0.98 0.26 -0.079
C -1.7058 -4.7974 -0.1447 -0.78 -0.04 -0.53 -0.143
C 3.2356 0.3575 -0.8836 0.72 -1.05 0.17 -0.134
C 4.4166 -0.1731 -0.3861 -1.05 0.24 -0.68 -0.080
C 4.4414 -1.5552 -0.7299 -1.23 0.11 -0.64 -0.077
C 3.2587 -1.8405 -1.4104 0.84 0.63 0.74 -0.174
C 2.7426 -1.2313 -4.4140 -0.34 0.24 -0.71 -0.132
C 2.6389 -1.4232 -5.7889 -0.89 0.31 1.09 -0.088
C 1.3097 -1.0239 -6.1753 0.08 -0.08 1.32 -0.095
C 0.6570 -0.6087 -5.0156 1.28 -0.21 -0.53 -0.170
H 0.3918 -3.6130 -0.5506 -0.20 0.47 0.39 0.060
H 1.0799 -2.0859 0.0580 -0.05 -0.12 -0.56 0.080
H 1.0463 -2.8258 -2.5835 -0.41 0.45 0.07 0.083
H -0.6176 -2.1755 -2.5816 0.30 -0.36 0.39 0.077
H -2.0585 -1.2768 3.0391 0.16 -0.28 0.01 0.093
H -1.1747 -2.8433 5.1081 -0.05 0.07 -0.09 0.091
H 0.4261 -4.7432 3.9883 0.00 0.18 -0.06 0.095
H 0.5520 -4.1838 1.3648 -0.13 0.17 0.31 0.087
H -3.9939 -2.5557 -0.7718 -0.10 -0.17 0.10 0.087
H -4.8413 -5.1433 -1.1515 0.15 0.13 0.04 0.092
H -2.6786 -6.7197 -0.5792 -0.05 0.29 0.02 0.097
H -0.6940 -5.0493 0.1199 -0.29 -0.08 0.04 0.079
H 2.8636 1.3625 -0.8426 0.00 -0.03 -0.06 0.074
H 5.1764 0.3748 0.1427 0.02 0.05 0.01 0.093
H 5.2528 -2.2367 -0.5316 -0.14 -0.13 0.01 0.095
H 2.9210 -2.7788 -1.8202 0.03 0.15 0.02 0.104
H 3.5887 -1.4317 -3.7730 -0.19 0.20 -0.03 0.093
H 3.4030 -1.8459 -6.4313 -0.11 0.19 0.19 0.093
H 0.8897 -1.0888 -7.1697 -0.03 0.10 0.18 0.089
H -0.3641 -0.2851 -4.8833 0.06 0.14 0.03 0.087
F -2.1958 4.2338 1.3671 -0.58 0.96 -1.74 -0.374
Te -2.6452 4.9772 -0.3766 0.94 -0.21 -0.05 1.908
F -2.5445 6.7619 0.3497 -0.50 -1.99 -0.67 -0.361
F -0.7894 5.2536 -0.7231 -1.54 0.64 0.20 -0.382
F -4.5058 4.8597 0.1746 2.09 0.38 -0.73 -0.376
F -3.1442 5.6950 -2.0710 0.11 0.09 1.54 -0.374
O -2.3473 3.3943 -1.3029 -0.32 -0.16 0.41 -0.682
```
Forces are in eV/Å.

Entry 5:
Below is a molecular structure, C5H21O7 at a distorted geometry, with properties calculated with ωB97M-V with the def2-TZVPD basis set.

Results
largest force on an atom	0.2449	hartree/bohr
charge	-1
relative energy (zero: lowest compared OMol25 entry of this formula, charge and spin)	97.6	kcal per mole
total energy	-729.671545	hartree
orbital gap	8.17	eV
E_LUMO	0.1220	Ha

The geometry in XYZ format:
```
33
Properties=species:S:1:pos:R:3:forces:R:3:lowdin_charge:R:1
C 0.9323 0.7886 0.8237 1.62 2.79 -0.89 -0.279
O 1.7003 1.0136 2.0044 0.83 1.60 0.46 -0.082
C 0.3025 2.0664 0.0755 1.98 -1.50 0.47 -0.134
C -0.6198 1.6235 -1.0873 1.02 1.30 -0.92 -0.224
C -0.5891 0.1440 -1.3768 -1.68 -3.24 0.14 -0.177
C -1.9877 -0.4797 -0.8435 -1.43 1.73 -3.00 -0.364
O -1.9160 -1.5647 -0.0475 1.23 -1.48 2.38 -0.238
H 1.6410 0.4299 0.1180 0.07 -0.24 -0.49 0.039
H 0.3131 -0.0203 0.9941 -1.38 -0.96 0.55 0.049
H 2.4813 1.6292 1.8364 -1.72 -1.37 -0.09 0.115
H -0.1593 2.8145 0.6890 -0.34 0.15 0.76 0.080
H 1.2776 2.5248 -0.2900 -1.33 -0.10 0.06 0.114
H -1.6870 2.0571 -0.9825 1.80 -0.82 -0.30 0.128
H -0.0951 2.0322 -1.9728 -0.87 0.54 0.17 0.094
H 0.0990 -0.5350 -0.7878 -0.29 1.47 -1.07 0.074
H -0.4066 -0.1315 -2.4808 -0.37 0.60 1.59 0.123
H -2.6544 -0.7814 -1.7553 0.93 0.75 0.84 0.114
H -2.5311 0.3572 -0.2822 1.05 -1.53 -1.77 0.056
H -0.0147 -3.6822 -0.3543 -1.43 -11.95 3.71 -0.123
H -0.9260 -2.2819 -0.2442 -0.25 0.14 -0.66 0.058
O 0.0873 -2.9072 -0.5905 -1.26 11.69 -3.46 -0.111
H -2.0639 1.4795 1.5756 -3.60 -0.91 -1.96 0.148
H -3.0414 0.3786 1.4576 -0.57 -2.17 0.99 -0.029
O -3.0097 1.2196 1.0743 3.12 4.25 2.30 -0.135
H 4.2400 -0.2521 -0.7813 3.07 -2.85 0.01 -0.034
H 2.7826 -0.1715 -0.8554 1.17 0.48 0.40 0.029
O 3.6072 0.3839 -0.7451 -3.74 2.25 -0.48 -0.057
H 1.1597 -2.1697 -0.0852 0.96 -0.84 -0.51 -0.038
H 2.2571 -2.3551 -1.1573 -0.30 0.12 1.17 0.043
O 2.1719 -2.0751 -0.2172 1.73 1.07 -0.69 -0.161
H -1.6010 -0.8543 1.3973 1.46 0.31 1.71 0.083
H -0.4155 -0.3170 2.5499 0.77 -0.35 -0.15 -0.004
O -1.3345 -0.3639 2.3409 -2.24 -0.90 -1.28 -0.157
```
Forces are in eV/Å.

Entry 6:
Below is 4 unconnected molecules or ions with the total composition C24H48BNO9Si at a distorted geometry, with properties calculated with ωB97M-V with the def2-TZVPD basis set.

Results
largest force on an atom	0.0443	hartree/bohr
structure (SMILES)	CCO[Si@](N)(CCCCCCCCOC)B(C)O.O=C1CCCO1.O=C1CCCO1.O=C1CCCO1
total energy	-1989.620794	hartree
orbital gap	8.92	eV
E_LUMO	0.0236	Ha

The geometry in XYZ format:
```
84
Properties=species:S:1:pos:R:3:forces:R:3:lowdin_charge:R:1
C 3.4092 -3.1677 3.6553 -0.37 -0.06 0.09 -0.073
C 2.5442 -1.9896 3.1090 -0.54 -0.82 1.32 -0.305
O 1.7934 -2.4561 1.9835 0.94 1.33 -1.20 -0.245
Si 2.2910 -1.7842 0.4923 -2.12 -0.71 -0.44 0.525
N 1.4781 -0.2220 0.1349 0.81 -0.82 0.66 -0.025
C 1.6425 -2.9875 -0.8601 -0.04 0.16 0.77 -0.241
C 0.0860 -3.1031 -0.8653 0.35 -1.46 -0.30 -0.256
C -0.4625 -3.8585 0.3990 -0.11 0.96 -0.16 -0.215
C -1.8927 -4.4524 0.1429 0.79 0.90 0.51 -0.197
C -2.9242 -3.5373 0.8665 -1.03 -1.02 -0.87 -0.203
C -4.3679 -3.6906 0.2521 0.47 1.35 0.40 -0.184
C -5.1701 -2.3446 0.4716 -0.48 -1.11 -0.54 -0.161
C -6.3816 -2.5607 1.4419 0.79 0.50 -0.34 -0.213
O -6.5161 -1.3987 2.2745 -0.93 -0.49 -0.71 -0.238
C -7.0789 -0.3308 1.5156 -0.10 0.18 -0.24 -0.118
B 4.2350 -1.6757 0.2261 2.06 0.36 -0.07 -0.434
C 4.7381 -0.7328 -0.9839 -0.38 -0.37 0.29 -0.060
O 5.2288 -2.3161 1.0123 -0.44 0.64 -1.34 0.043
H 3.2651 -3.3002 4.7469 0.25 0.27 -0.52 0.070
H 2.9959 -4.0912 3.2004 0.34 0.48 0.14 0.082
H 4.4843 -3.0925 3.4318 -0.44 0.04 0.04 0.060
H 1.7976 -1.7543 3.8980 0.37 0.07 -0.47 0.114
H 3.1062 -1.0520 2.9314 -0.02 -0.49 -0.16 0.108
H 1.5559 0.4117 0.9271 -0.25 0.10 -0.10 0.022
H 1.9495 0.2217 -0.6509 -0.14 0.09 0.03 0.009
H 2.0538 -2.7178 -1.8567 -0.29 -0.05 0.51 0.079
H 2.0715 -3.9807 -0.5857 -0.25 0.46 -0.33 0.079
H -0.4039 -2.1250 -1.0127 0.21 -0.38 0.18 0.102
H -0.1821 -3.7584 -1.7265 0.08 0.56 0.26 0.097
H -0.5405 -3.0791 1.1860 0.10 -0.68 -0.13 0.095
H 0.2705 -4.6007 0.7681 -0.36 0.26 -0.37 0.107
H -1.9239 -5.5090 0.4588 -0.25 0.42 -0.09 0.107
H -2.0692 -4.4012 -0.9494 -0.12 -0.20 0.50 0.094
H -2.6122 -2.4877 0.7085 -0.06 -0.50 0.30 0.104
H -3.0093 -3.7704 1.9459 0.45 0.36 -0.42 0.121
H -4.2375 -3.8792 -0.8291 -0.32 -0.14 0.51 0.100
H -4.9450 -4.4946 0.7475 0.47 0.07 -0.54 0.101
H -4.4969 -1.5476 0.8392 -0.41 -0.45 0.09 0.100
H -5.5522 -2.0029 -0.5122 0.17 -0.05 0.50 0.106
H -6.2259 -3.4555 2.0691 0.06 0.60 0.05 0.117
H -7.3242 -2.7280 0.8776 0.45 0.04 0.25 0.119
H -6.3239 0.4654 1.3431 -0.47 -0.22 0.28 0.086
H -7.4024 -0.6514 0.5036 0.14 0.01 0.54 0.089
H -7.9747 0.0459 2.0390 0.50 0.10 -0.13 0.092
H 5.2010 0.1847 -0.5682 -0.22 -0.30 -0.28 0.070
H 3.8953 -0.4410 -1.6425 0.48 0.11 0.34 0.041
H 5.4869 -1.2266 -1.6320 -0.17 0.13 0.45 0.066
H 5.1262 -3.2670 1.0172 -0.26 -0.27 0.59 0.083
O -0.9845 0.9739 2.8795 0.06 -0.27 -0.03 0.114
C -2.0997 0.7865 3.2709 0.24 0.27 -0.28 -0.490
O -2.7864 -0.3611 3.0532 0.16 0.11 0.09 0.026
C -4.1307 -0.2264 3.5539 -0.07 -0.02 0.21 -0.157
C -4.0585 0.8823 4.5855 -0.12 0.19 0.24 -0.150
C -2.9608 1.7728 4.0234 -0.31 -0.23 0.44 -0.078
H -4.7856 0.0224 2.7244 0.07 -0.02 0.01 0.088
H -4.4556 -1.1701 3.9854 0.12 -0.07 -0.22 0.130
H -5.0097 1.3927 4.7345 0.00 -0.07 -0.06 0.118
H -3.7420 0.4739 5.5484 -0.03 0.01 -0.04 0.120
H -3.3523 2.5088 3.3185 0.12 0.04 0.01 0.131
H -2.3917 2.2641 4.8088 0.12 0.17 -0.24 0.125
O 4.2377 2.5434 -1.7871 -0.25 -0.30 -0.28 0.112
C 3.2248 3.1709 -1.6666 0.58 0.36 0.21 -0.499
O 2.0917 2.9060 -2.3661 0.14 -0.16 -0.05 0.010
C 1.0986 3.9036 -2.0728 -0.38 0.18 -0.05 -0.152
C 1.5036 4.4855 -0.7338 -0.06 0.20 0.31 -0.147
C 3.0204 4.3722 -0.7796 -0.52 0.03 0.34 -0.074
H 1.1109 4.6510 -2.8707 0.06 -0.01 0.03 0.122
H 0.1146 3.4378 -2.0412 0.13 -0.17 -0.13 0.126
H 1.1407 5.5011 -0.5803 0.00 -0.03 -0.10 0.120
H 1.1126 3.8632 0.0752 -0.04 0.02 -0.06 0.118
H 3.4783 5.2411 -1.2523 0.11 -0.10 0.00 0.110
H 3.4437 4.2055 0.2085 0.25 0.00 -0.15 0.128
O 3.8130 6.0761 -3.3740 -0.25 0.32 -0.19 0.113
C 3.6756 5.5425 -4.4389 0.10 -0.24 0.41 -0.479
O 2.8880 6.0333 -5.4257 0.07 0.05 0.13 0.031
C 2.8563 5.1045 -6.5235 -0.09 -0.10 -0.33 -0.155
C 4.1118 4.2671 -6.3738 0.19 -0.22 -0.13 -0.153
C 4.2946 4.2366 -4.8649 0.19 -0.03 -0.54 -0.071
H 1.9452 4.5055 -6.4446 0.03 0.02 0.04 0.127
H 2.8352 5.6542 -7.4632 -0.10 0.16 0.16 0.124
H 4.0292 3.2813 -6.8297 -0.08 0.05 0.01 0.119
H 4.9582 4.7806 -6.8362 -0.06 -0.01 -0.02 0.120
H 3.7410 3.4166 -4.4031 0.10 0.02 0.11 0.120
H 5.3436 4.1933 -4.5834 -0.13 -0.08 0.32 0.135
```
Forces are in eV/Å.